1.
Below is 2 unconnected molecules or ions with the total composition C19H25N2O9P2S in a non-equilibrium geometry, with properties calculated with the ωB97M-V functional and the def2-TZVPD basis.

Results
Charge ... -1
Kohn-Sham gap ... 6.85 eV
LUMO ... 1.75 eV

Geometry as XYZ:
```
58
Properties=species:S:1:pos:R:3:nbo_charge:R:1
O 2.40 -1.93 2.36 -0.279
N 2.12 -0.92 1.83 0.369
O 0.96 -1.07 1.07 -0.394
C 0.94 -0.16 -0.06 0.510
C 2.18 -0.20 -0.95 -0.473
C 2.95 -1.55 -0.96 -0.428
C 4.41 -1.35 -0.56 -0.507
S 5.49 -0.97 -1.97 -0.074
O -0.13 -0.64 -0.84 -0.816
P -0.95 0.65 -1.68 1.344
O -1.64 -0.43 -2.80 -0.999
P -2.78 0.50 -0.37 1.147
O -4.02 0.13 -1.14 -1.147
O -0.21 1.88 -0.63 -0.811
C 0.41 1.20 0.42 0.066
C 1.20 2.12 1.36 -0.524
C 2.68 2.30 1.10 0.591
O 3.51 1.90 1.89 -0.553
C 3.12 3.00 -0.16 -0.198
C 4.43 2.77 -0.58 -0.167
C 4.88 3.36 -1.75 -0.229
C 4.02 4.17 -2.48 -0.198
C 2.72 4.40 -2.06 -0.234
C 2.27 3.81 -0.89 -0.102
H 2.89 0.58 -0.71 0.209
H 1.85 -0.02 -1.97 0.258
H 2.48 -2.29 -0.31 0.223
H 2.94 -1.94 -1.97 0.217
H 4.84 -2.26 -0.14 0.223
H 4.51 -0.55 0.18 0.219
H 4.91 0.15 -2.42 0.122
H 0.14 0.86 -2.59 -0.174
H -1.66 1.73 -2.33 -0.152
H -1.47 -1.33 -2.48 0.469
H -2.55 -0.52 0.59 -0.124
H -2.94 1.69 0.39 -0.105
H -0.44 0.86 1.05 0.170
H 0.73 3.10 1.29 0.237
H 1.09 1.81 2.40 0.237
H 5.06 2.12 0.01 0.234
H 5.89 3.16 -2.08 0.212
H 4.36 4.61 -3.41 0.207
H 2.04 5.01 -2.65 0.215
H 1.25 3.92 -0.55 0.225
C -6.64 -1.87 1.13 -0.181
C -7.11 -2.64 2.20 -0.220
C -6.27 -3.55 2.81 -0.229
C -4.97 -3.68 2.34 0.077
C -4.50 -2.93 1.27 -0.211
C -5.34 -2.01 0.66 -0.210
N -4.08 -4.64 3.00 0.520
O -4.53 -5.30 3.92 -0.401
O -2.93 -4.73 2.59 -0.370
H -7.30 -1.15 0.66 0.216
H -8.12 -2.52 2.55 0.210
H -6.61 -4.15 3.63 0.239
H -3.48 -3.05 0.93 0.252
H -4.99 -1.41 -0.16 0.291
```

=====

2.
Below is C19H25N3O4S in the gas phase in a non-equilibrium geometry, with properties calculated with the ωB97M-V functional and the def2-TZVPD basis.

Results
Charge ... 0
Energy above the lowest of the compared OMol25 structures with the same formula, charge and spin ... 296.0 kJ/mol
Kohn-Sham gap ... 8.76 eV
LUMO ... -0.13 eV

Geometry as XYZ:
```
52
Properties=species:S:1:pos:R:3:nbo_charge:R:1
C 5.25 2.09 -1.10 -0.610
C 5.80 0.78 -0.54 -0.391
C 4.71 -0.15 -0.01 -0.400
C 3.75 -0.61 -1.11 -0.216
N 2.83 -1.59 -0.60 -0.291
C 2.99 -2.93 -0.68 -0.058
C 1.91 -3.50 -0.02 -0.082
N 1.11 -2.53 0.45 -0.404
C 1.67 -1.38 0.10 0.172
C 1.12 -0.08 0.43 0.521
O 1.70 0.97 0.23 -0.555
C -0.24 -0.15 1.04 -0.063
C -1.25 -0.83 0.36 -0.156
C -2.52 -0.86 0.88 -0.356
S -3.83 -1.66 -0.06 2.338
O -4.86 -2.05 0.85 -0.940
O -3.25 -2.63 -0.94 -0.937
N -4.50 -0.49 -1.04 -0.677
C -5.34 0.53 -0.44 -0.260
C -4.55 1.83 -0.21 -0.088
O -3.92 2.26 -1.40 -0.525
C -3.02 1.29 -1.89 -0.088
C -3.75 -0.03 -2.18 -0.260
C -2.82 -0.26 2.08 -0.179
C -1.82 0.41 2.76 -0.210
C -0.53 0.50 2.25 0.034
C 0.54 1.23 3.00 -0.647
H 4.71 1.92 -2.02 0.199
H 4.58 2.55 -0.38 0.211
H 6.07 2.78 -1.30 0.212
H 6.37 0.26 -1.32 0.192
H 6.49 1.00 0.28 0.207
H 4.14 0.38 0.76 0.217
H 5.17 -1.03 0.45 0.204
H 3.17 0.25 -1.47 0.238
H 4.31 -1.05 -1.93 0.202
H 3.82 -3.38 -1.18 0.220
H 1.68 -4.53 0.13 0.214
H -1.04 -1.34 -0.57 0.247
H -5.73 0.12 0.49 0.238
H -6.17 0.73 -1.13 0.204
H -5.23 2.63 0.08 0.198
H -3.80 1.68 0.57 0.169
H -2.60 1.71 -2.80 0.198
H -2.22 1.12 -1.15 0.169
H -3.05 -0.82 -2.45 0.238
H -4.45 0.12 -3.01 0.204
H -3.82 -0.34 2.48 0.241
H -2.04 0.89 3.71 0.217
H 1.01 1.96 2.36 0.247
H 1.31 0.53 3.33 0.225
H 0.13 1.73 3.87 0.216
```

=====

3.
Below is C19H25N3O4S2 in the gas phase in a non-equilibrium geometry, with properties calculated with the ωB97M-V functional and the def2-TZVPD basis.

Results
Charge ... 0
Energy above the lowest of the compared OMol25 structures with the same formula, charge and spin ... 109.9 kJ/mol
Kohn-Sham gap ... 9.40 eV
LUMO ... 0.04 eV

Geometry as XYZ:
```
53
Properties=species:S:1:pos:R:3:nbo_charge:R:1
C 4.66 -1.81 2.04 -0.616
C 3.45 -1.17 1.37 -0.052
C 3.53 0.37 1.34 -0.416
C 3.26 0.97 2.71 -0.402
C 1.90 0.50 3.23 -0.417
C 1.89 -1.03 3.27 -0.231
N 2.22 -1.62 2.00 -0.690
S 0.98 -2.14 1.05 2.344
O 1.55 -2.87 -0.05 -0.945
O 0.03 -2.77 1.90 -0.929
C 0.22 -0.66 0.35 -0.307
C -0.88 -0.09 0.98 -0.200
C -1.43 1.07 0.45 -0.128
C -0.87 1.62 -0.69 -0.335
S -1.60 3.10 -1.39 2.320
O -0.65 3.68 -2.30 -0.936
O -2.15 3.91 -0.35 -0.934
N -2.88 2.44 -2.21 -0.881
C -2.62 1.84 -3.49 -0.214
C -3.46 0.57 -3.69 -0.437
C -3.25 -0.37 -2.54 0.034
C -2.16 -1.25 -2.51 -0.267
C -2.01 -2.08 -1.41 0.041
N -2.83 -2.07 -0.38 -0.422
C -3.86 -1.24 -0.40 0.035
C -4.11 -0.37 -1.45 -0.255
C 0.23 1.05 -1.31 -0.194
C 0.77 -0.11 -0.79 -0.202
H 4.53 -2.89 2.08 0.225
H 4.79 -1.45 3.06 0.201
H 5.56 -1.59 1.48 0.215
H 3.40 -1.55 0.34 0.232
H 4.52 0.66 0.99 0.215
H 2.80 0.75 0.63 0.207
H 4.04 0.68 3.42 0.195
H 3.27 2.06 2.64 0.216
H 1.71 0.89 4.23 0.216
H 1.11 0.85 2.56 0.202
H 0.90 -1.42 3.54 0.240
H 2.61 -1.39 4.02 0.199
H -1.29 -0.57 1.85 0.254
H -2.28 1.55 0.89 0.239
H -3.72 2.99 -2.15 0.413
H -2.80 2.54 -4.32 0.203
H -1.56 1.58 -3.49 0.211
H -3.16 0.10 -4.63 0.225
H -4.51 0.84 -3.76 0.211
H -1.46 -1.29 -3.33 0.215
H -1.18 -2.77 -1.34 0.206
H -4.51 -1.27 0.46 0.192
H -4.96 0.29 -1.43 0.213
H 0.64 1.54 -2.18 0.247
H 1.60 -0.61 -1.26 0.244
```

=====

| no. | E_tot (eV) |
| --- | --- |
| 1 | -70925.614 |
| 2 | -43603.868 |
| 3 | -54439.237 |